Below is the ion C16H15N4O8S with charge -1, with properties calculated with wB97M-V/def2-TZVPD.

Positions of all 44 atoms, in Å:
H -3.996 2.032 0.120
O 0.867 -1.459 -1.541
O -5.604 -0.690 0.022
H 6.614 -0.819 -0.929
C 4.670 -0.686 0.047
C 0.078 -1.089 -0.655
N -1.170 -0.264 -1.014
O 3.844 -1.606 0.590
C 5.624 -2.681 -0.189
C -1.812 -2.086 0.265
C 2.872 0.896 0.646
C -0.521 0.965 -0.547
H -0.109 1.508 -1.403
N 5.105 1.545 -0.404
H -8.126 0.702 -1.199
C -4.438 -0.502 0.851
C -2.224 -0.765 -0.302
N -7.500 -0.023 -0.897
O -0.501 -2.182 0.178
C 4.261 0.705 0.052
C -6.465 0.326 -0.079
C 3.684 3.491 -0.182
C 4.419 -2.799 0.440
H -3.141 1.604 -1.396
H 2.843 3.055 -0.728
C -3.286 -0.002 0.043
H 6.299 -3.475 -0.440
O 2.694 1.420 1.732
O -6.394 1.387 0.491
H -4.693 0.208 1.645
H 2.124 -0.189 -0.965
H 3.880 -3.651 0.807
H 0.410 0.128 1.287
C -3.201 1.436 -0.320
H 3.491 3.421 0.891
N 1.911 0.425 -0.160
H -7.406 -0.852 -1.456
O -2.523 -2.897 0.809
C 0.560 0.178 0.210
O 4.911 2.872 -0.540
H 3.814 4.532 -0.473
S -1.608 2.097 0.369
C 5.794 -1.306 -0.446
H -4.217 -1.491 1.254

Properties
net charge: -1
HOMO-LUMO gap: 7.9 eV
calculated total energy: -50010.6878 eV
energy above the lowest of the compared OMol25 structures with the same formula, charge and spin: 12.5 kcal per mole
HOMO level: -5.163 eV
LUMO energy: 2.74 eV
structure (SMILES): CO/N=C(\C(=O)N[C@H]1[C@@H]2SCC(COC(N)=O)=C3C(=O)O[C@@]1([O-])N32)c1ccco1
largest force on an atom: 1.61 eV Å⁻¹